[1]
33
Properties=species:S:1:pos:R:3:forces:R:3 method="wB97M-V/def2-TZVPD" homo_energy_ev=-11.9 relative_energy_kcal_mol=50.6 multiplicity=1 charge=+1
C 1.001919 0.702574 -1.046083 4.464 0.287 -0.425
C 1.604851 1.460091 0.152289 -0.678 -0.955 -0.540
C 2.753812 1.025160 0.883098 -1.135 1.155 -2.297
C 3.201508 1.745253 1.938554 1.094 -0.333 0.435
C 2.501658 2.849725 2.400620 -0.988 -0.747 0.383
C 1.267459 3.164816 1.843047 0.292 0.861 -1.168
C 0.896826 2.525648 0.641112 1.694 -0.481 2.700
C -0.034493 -0.075927 -1.022498 -1.555 -0.496 -0.917
C -0.326978 -1.133511 -2.114324 -1.073 1.672 0.968
N -1.275360 -2.141553 -1.468541 3.217 -1.270 -0.583
C -2.547245 -1.529350 -1.318991 -2.859 1.237 0.661
C -2.376350 -0.204331 -0.571511 -4.268 2.240 -0.221
C -1.074430 -0.084066 0.029527 1.646 -2.745 0.914
C -0.711325 -1.371462 0.839431 -0.671 -0.792 0.299
C -0.752422 -2.621351 -0.100803 0.067 0.493 0.268
H 1.716031 0.572631 -1.929779 -0.905 0.264 1.167
H 3.497260 0.405560 0.470518 0.187 -1.502 -0.642
H 4.176246 1.351158 2.315045 -0.944 1.000 0.265
H 2.865434 3.260551 3.295228 0.238 1.080 0.938
H 0.591530 4.008463 2.117851 0.972 -0.781 0.379
H -0.041926 2.757677 0.325813 -2.344 0.739 -1.600
H 0.601940 -1.529760 -2.414010 0.798 -1.100 -0.415
H -0.870101 -0.730801 -2.979071 0.164 -0.082 0.158
H -1.348064 -2.944902 -2.100534 0.060 0.088 0.246
H -3.179421 -2.144089 -0.679928 0.045 -0.449 -0.300
H -3.052446 -1.410321 -2.293433 0.406 -0.090 0.393
H -2.638784 0.695797 -1.209031 0.690 -1.058 0.215
H -3.161812 -0.026473 0.251395 0.908 -0.973 -1.131
H -1.035413 0.702882 0.696311 0.326 1.811 1.105
H 0.262858 -1.162605 1.253565 0.585 -0.386 -0.184
H -1.288896 -1.680737 1.724586 -0.446 0.852 -0.317
H -1.490538 -3.395266 0.197710 0.614 0.525 0.027
H 0.266674 -3.041485 -0.127165 -0.602 -0.062 -0.782

***

[2]
38
Properties=species:S:1:pos:R:3:forces:R:3 method="wB97M-V/def2-TZVPD" homo_energy_ev=-8.7 relative_energy_kcal_mol=246.6 multiplicity=1 smiles="CCOC(=O)C(=CNc1cccc(C)n1)C(=O)OCC" charge=0
C 4.229727 1.894308 3.367292 -4.586 2.478 2.121
C 3.079007 2.327447 2.320447 6.879 6.130 5.453
O 2.658991 1.282118 1.810471 -4.037 -9.635 -1.877
C 1.530605 1.378936 1.213825 -1.983 0.400 -3.082
O 1.103419 2.540549 0.976909 -0.639 -3.076 0.062
C 0.981443 0.008338 0.605257 -0.915 2.889 0.249
C -0.029654 0.039078 -0.271043 -2.308 -0.342 -3.054
N -0.635979 1.255658 -0.793045 4.261 -5.331 3.972
C -1.652682 1.070380 -1.620284 0.329 9.320 0.116
C -2.105786 2.554704 -2.003356 -2.341 -1.570 -4.860
C -3.018249 2.536880 -3.150054 -0.175 1.361 4.604
C -3.729186 1.261056 -3.463321 -3.051 10.333 -5.308
C -3.091666 0.317259 -3.056831 1.943 -15.549 5.550
C -3.807329 -1.210795 -3.255525 3.930 0.224 -3.010
N -2.062030 0.006238 -2.079888 -2.556 -0.434 -3.230
C 1.275833 -1.260476 1.166179 3.787 -0.733 3.116
O 2.024203 -1.224632 2.209413 -3.205 -2.085 -3.684
O 0.858324 -2.435228 0.426907 -0.035 8.003 1.377
C 1.204506 -3.545602 1.068875 1.552 -4.919 -3.788
C 0.171904 -4.010623 2.030193 2.205 -4.655 -1.525
H 3.845440 1.080020 4.153039 0.273 2.751 -0.839
H 4.907299 2.732574 3.601697 -0.981 -0.063 1.054
H 4.867636 1.299099 2.982539 4.380 -4.247 -3.894
H 3.439234 2.809262 1.446255 1.223 2.278 -0.093
H 2.432703 2.947226 2.902983 -1.041 0.337 -0.098
H -0.453341 -1.032938 -0.756650 1.131 3.451 1.532
H -0.262957 2.035199 -0.247105 -0.709 0.669 -0.627
H -1.646890 3.591890 -1.778526 -0.457 -2.347 0.228
H -3.494311 3.536122 -3.365652 0.816 -1.150 -0.438
H -4.533954 1.223942 -4.309434 1.456 -0.029 2.051
H -3.556626 -1.321127 -4.475636 -1.053 -0.461 3.185
H -3.241328 -2.060266 -2.658424 -0.920 2.040 -1.369
H -4.851785 -1.336188 -3.059129 -0.643 0.550 -0.046
H 1.215284 -4.097304 0.040500 0.219 -1.079 2.174
H 2.266175 -3.520114 1.356177 -0.543 -0.078 0.697
H -0.774730 -4.135687 1.580837 -1.258 0.902 -0.100
H 0.425696 -3.419986 2.806299 -0.791 1.850 3.367
H 0.431057 -5.117318 2.277809 -0.159 1.816 0.016

***

[3]
40
Properties=species:S:1:pos:R:3:forces:R:3 method="wB97M-V/def2-TZVPD" homo_energy_ev=-9.0 relative_energy_kcal_mol=0.0 multiplicity=1 smiles="N[C@@H](Cc1ccc(O)cc1)C(=O)N[C@@H](CCC(=O)O)C(=O)O" charge=0
N -0.719311 -1.812666 -0.127056 1.042 1.341 0.258
C -0.402518 -0.620734 0.699174 -0.151 0.897 -0.435
C -1.551791 -0.125570 1.607496 -0.947 -0.819 -0.830
C -2.793762 0.254219 0.780301 0.482 -1.891 0.639
C -2.864223 1.449654 0.132352 -1.516 1.131 -1.441
C -3.997344 1.786736 -0.680492 0.368 0.214 0.122
C -5.013759 0.851016 -0.825054 0.587 -0.644 0.500
O -6.122431 1.064771 -1.565576 0.089 2.575 -1.175
C -4.924523 -0.407629 -0.201152 0.682 0.589 0.541
C -3.833361 -0.695603 0.606582 -0.211 -0.196 -0.101
C 0.829911 -0.991035 1.537047 0.104 0.175 0.639
O 0.708065 -1.190113 2.740264 0.187 0.049 -0.751
N 2.046853 -1.114020 0.919376 -1.432 0.446 -0.705
C 2.382349 -0.949964 -0.496426 -1.513 0.485 -0.430
C 3.616448 -0.092693 -0.635092 0.661 0.041 -0.818
C 3.409680 1.328280 -0.128441 -1.085 -0.076 -1.000
C 4.649099 2.159297 -0.163134 -0.897 0.435 0.215
O 5.749689 1.774795 -0.389116 1.135 -0.598 -0.257
O 4.405414 3.461256 0.108123 0.365 0.009 0.011
C 2.575510 -2.319517 -1.138532 0.134 -0.956 -0.409
O 3.642122 -2.713228 -1.523081 0.071 0.134 0.052
O 1.476430 -3.085913 -1.258256 0.791 0.410 0.037
H -1.450961 -1.565732 -0.758360 -0.725 -0.082 -0.422
H -1.030736 -2.512401 0.506060 -0.545 -0.866 0.398
H -0.230661 0.267661 0.025144 0.340 -1.067 0.358
H -1.234324 0.748045 2.135215 0.411 0.435 0.543
H -1.823438 -0.910144 2.327373 0.181 0.291 -0.078
H -2.059444 2.162067 0.201086 0.163 0.196 0.154
H -4.132492 2.775287 -1.212253 0.519 -1.125 0.776
H -6.014415 1.997994 -1.958044 -0.548 -2.109 0.727
H -5.735684 -1.104894 -0.284610 -0.231 -0.182 -0.211
H -3.820065 -1.702382 1.091933 0.236 1.077 -0.287
H 2.776723 -1.408367 1.524727 0.638 -0.295 0.481
H 1.499161 -0.494662 -1.076488 1.141 -0.385 1.130
H 4.443746 -0.603408 -0.104535 -0.247 0.373 -0.407
H 3.866392 -0.043792 -1.720249 0.129 -0.213 0.811
H 3.034226 1.298777 0.886527 -0.156 0.249 0.315
H 2.629249 1.835791 -0.774441 0.744 -0.376 0.829
H 5.301909 3.845194 0.085879 -0.351 0.242 0.054
H 0.712285 -2.596365 -0.894289 -0.646 0.087 0.168

***

[4]
40
Properties=species:S:1:pos:R:3:forces:R:3 method="wB97M-V/def2-TZVPD" homo_energy_ev=-8.7 relative_energy_kcal_mol=273.8 multiplicity=1 charge=0
C -4.986166 -2.201964 1.540899 -7.765 3.561 -5.351
C -4.660798 -2.268871 -0.052146 -7.100 -3.776 1.341
H -5.501645 -1.711708 -0.598189 0.226 -1.514 1.136
H -4.622889 -3.321051 -0.414710 -0.572 0.368 0.612
O -3.590310 -1.765786 -0.582964 4.139 6.162 0.060
C -3.765660 -0.330520 -0.505526 1.354 1.959 -2.030
O -4.821990 0.253392 -0.217686 3.345 -1.734 -0.605
N -2.563809 0.334374 -1.072884 -3.207 -3.146 1.312
C -1.326048 -0.348617 -1.088941 1.944 -0.576 2.703
H -0.757764 -0.201142 -1.964232 0.458 0.902 -1.340
C -0.436014 0.332119 0.154826 1.007 -9.125 -2.528
N -0.314519 1.667791 -0.097110 3.463 -0.985 2.486
C 0.790546 1.917149 0.827537 -3.626 8.256 4.464
C 2.163492 1.791941 0.570865 -1.755 -9.814 -1.699
N 2.655419 0.502676 0.383974 -6.249 -0.682 3.922
C 3.863366 0.712212 0.172078 5.639 -2.799 -3.325
N 4.197748 1.850923 -0.141449 1.105 7.398 -0.009
O 2.962057 2.589391 0.201429 5.215 5.927 -1.903
C 4.992672 -0.194741 -0.207158 -14.765 -2.268 5.498
C 6.154475 -0.143777 -0.457865 13.645 1.783 -6.106
C 6.789102 -1.438696 -0.732199 -0.166 0.641 2.033
C 5.913241 -2.370575 -0.106182 6.269 -2.873 -3.048
S 4.454684 -1.831917 0.242203 -2.398 1.385 0.652
H 6.209808 -3.459308 -0.044717 -0.701 1.343 -0.022
H 7.853721 -1.388734 -1.198303 -2.133 -1.027 1.206
H 6.711763 0.776539 -0.838416 -0.929 -1.082 0.956
H 0.601601 1.562086 1.970998 0.155 0.696 -2.594
H 0.759338 3.352140 0.891662 -0.051 -3.920 0.323
C -1.576448 2.200469 0.233143 1.737 1.897 -6.645
C -2.378550 1.712197 -0.931506 -3.753 3.314 -3.960
H -1.966754 2.138556 -2.018302 -0.303 -1.069 2.965
H -3.438794 2.162533 -1.031874 1.533 -0.460 0.888
H -1.943974 2.070168 1.115893 -2.116 -1.215 5.603
H -1.372183 3.186825 0.004043 -0.648 2.841 0.179
H -0.867440 -0.191742 1.111973 0.299 1.978 -0.931
H 0.645553 -0.137236 0.114899 -2.314 0.441 -0.180
H -1.409185 -1.438983 -1.074801 -0.237 0.310 0.712
H -5.920719 -2.759800 1.982951 1.515 0.722 -1.749
H -5.205244 -1.126590 1.781721 0.283 -0.931 -0.211
H -4.291695 -2.481704 2.076071 7.455 -2.886 5.185

***

[5]
41
Properties=species:S:1:pos:R:3:forces:R:3 method="wB97M-V/def2-TZVPD" homo_energy_ev=-8.8 multiplicity=1 smiles=CP(C)B1OBOB(Br)O1.c1ccccc1.c1ccccc1 charge=0
C -0.643812 1.890276 -2.565614 0.202 0.054 0.022
P -0.994534 0.516504 -1.390359 -0.173 -0.253 -0.143
C -2.439764 1.130327 -0.438715 0.057 0.209 0.038
B 0.424527 0.586828 -0.112419 0.578 0.827 0.155
O 1.658600 -0.000603 -0.379706 -0.608 -0.761 -0.300
B 2.063838 -0.897392 0.584580 0.312 0.582 0.143
O 1.916392 -0.502707 1.909620 -0.609 -0.718 0.079
B 0.762438 0.198783 2.166665 0.556 0.570 -0.305
Br -0.196087 -0.066733 3.788361 0.038 0.098 0.308
O 0.242465 1.030292 1.200208 -0.662 -0.747 0.073
H -0.493855 2.860474 -2.092665 -0.060 -0.009 0.047
H 0.249320 1.641179 -3.138558 -0.010 0.003 -0.036
H -1.481229 1.957589 -3.258456 -0.001 0.002 -0.034
H -2.297408 2.111499 0.015449 0.044 -0.009 0.009
H -3.293862 1.177723 -1.114836 -0.024 -0.025 0.012
H -2.674312 0.408529 0.343345 -0.024 -0.002 0.016
H 2.420627 -1.996767 0.316331 0.342 0.138 -0.013
C 4.427320 1.246155 -1.602993 0.084 0.027 -0.058
C 4.962824 -0.029178 -1.490737 -0.002 -0.016 0.010
C 6.084944 -0.382714 -2.227060 0.002 0.012 -0.007
C 6.672483 0.539719 -3.081840 -0.003 -0.001 0.002
C 6.136436 1.814529 -3.199340 0.002 -0.007 0.002
C 5.016094 2.166831 -2.459487 -0.009 0.020 0.011
H 3.553573 1.520687 -1.028970 -0.011 -0.006 -0.005
H 4.507445 -0.757750 -0.831517 -0.007 0.006 -0.003
H 6.500277 -1.378153 -2.136043 0.000 0.001 0.001
H 7.547567 0.264595 -3.656508 -0.003 0.000 -0.003
H 6.592215 2.533968 -3.867516 0.001 0.001 0.002
H 4.600200 3.162342 -2.550824 0.002 0.000 0.002
C -5.452891 -3.245004 2.817983 0.001 0.000 0.000
C -4.153361 -2.802102 3.022707 -0.002 0.003 -0.006
C -3.852955 -1.452602 2.898322 -0.003 0.024 -0.039
C -4.851689 -0.546647 2.567122 0.000 -0.001 -0.003
C -6.150669 -0.989820 2.359374 0.004 -0.003 0.000
C -6.450911 -2.339253 2.485396 -0.001 0.002 0.000
H -5.688320 -4.296884 2.917618 0.001 0.000 -0.005
H -3.373886 -3.508286 3.279215 -0.002 0.001 0.005
H -2.840769 -1.103064 3.055134 -0.011 -0.018 0.016
H -4.616145 0.506201 2.472564 0.000 -0.001 0.000
H -6.929294 -0.283906 2.099909 0.000 0.000 0.003
H -7.463829 -2.685467 2.324259 0.001 0.000 0.001

***

[6]
39
Properties=species:S:1:pos:R:3:forces:R:3 method="wB97M-V/def2-TZVPD" homo_energy_ev=-15.9 multiplicity=1 charge=+2
C 6.695600 -2.254501 0.072630 -0.658 0.084 0.483
C 5.107783 -2.303326 0.071242 1.509 -0.910 0.270
O 4.650707 -1.881412 -1.257872 -1.633 1.953 0.885
B 4.336688 -0.516971 -1.285326 3.049 -1.455 -1.099
O 5.332071 0.370056 -1.724998 -2.515 -0.380 -0.340
N 2.945588 -0.033353 -0.894008 -1.748 -0.056 0.859
C 2.070554 -1.015351 -0.423069 -2.616 1.522 0.505
C 0.710085 -0.654498 -0.066803 1.160 1.721 -0.649
C 0.235471 0.754488 -0.190366 1.846 -1.368 -0.193
C -1.234501 1.024619 0.168776 -2.023 0.833 0.142
C -1.922381 0.357317 1.291859 -0.813 1.562 -1.731
C -3.331557 0.645694 1.530860 1.701 -0.349 -0.268
N -4.067732 1.529158 0.743573 3.595 -1.219 -0.232
O -5.351271 1.742939 1.082244 -0.289 0.254 -0.480
C -6.274910 0.861836 0.371910 -2.381 -1.538 -0.609
C -6.619565 -0.475885 1.141128 0.117 -0.139 0.008
C -3.444513 2.180801 -0.310229 1.409 0.064 -0.645
C -2.037363 1.970970 -0.642112 -0.368 -1.635 2.272
C 1.204143 1.757923 -0.658423 0.371 -2.485 0.169
C 2.560436 1.294929 -0.995502 -1.744 0.241 0.402
H 7.000628 -1.256524 0.488190 0.118 -1.099 -0.444
H 7.095918 -2.386475 -0.967115 -0.550 0.191 0.966
H 7.089893 -3.110236 0.694658 -0.350 1.153 -0.494
H 4.647273 -1.634168 0.848541 0.515 -0.652 -0.451
H 4.809920 -3.369660 0.273514 -0.163 1.168 -0.503
H 5.265510 0.401919 -2.705039 0.665 0.210 0.562
H 2.374781 -2.079653 -0.311150 0.218 1.182 -0.393
H -0.005599 -1.433974 0.288722 0.901 0.688 -0.437
H -1.367217 -0.358239 1.946030 -0.808 0.799 -0.537
H -3.832579 0.126635 2.389947 0.234 0.919 -1.107
H -5.967010 0.608104 -0.675513 0.333 0.634 0.959
H -7.241320 1.438342 0.286004 1.335 -0.255 0.141
H -5.742882 -0.826842 1.751901 -0.969 0.326 -0.413
H -6.859495 -1.330707 0.441334 0.341 1.159 0.480
H -7.537457 -0.347961 1.779290 1.202 -0.030 -0.397
H -4.026921 2.903704 -0.942502 0.296 -0.943 1.029
H -1.511018 2.483097 -1.483501 -1.071 -0.327 0.754
H 0.888628 2.822823 -0.759650 0.672 -1.017 0.071
H 3.353614 1.994380 -1.369177 -0.886 -0.805 0.464